Record 1
Density functional theory data (wB97M-V/def2-TZVPD) for 8 unconnected molecules or ions with the total composition C54H66O2.

SMILES string: CC(C)CCC(CCC(C)C)OC=O.c1ccccc1.c1ccccc1.c1ccccc1.c1ccccc1.c1ccccc1.c1ccccc1.c1ccccc1
E_tot (hartree): -2247.7182
Multiplicity: 1
F_max (eV/A): 0.59

```
122
Properties=species:S:1:pos:R:3:mulliken_charge:R:1
C 5.66727 -1.01296 1.11250 -1.274
C 5.64775 -0.11149 -0.13248 0.618
C 6.47877 -0.76864 -1.24206 -1.481
C 4.21404 0.08491 -0.63550 -0.942
C 3.36528 0.98504 0.25690 -0.747
C 2.09275 1.44051 -0.44247 -0.396
C 1.24646 0.33512 -1.06517 -0.770
C 0.89239 -0.79731 -0.09598 -0.502
C 0.05049 -1.94973 -0.69358 0.908
C -0.77201 -1.55842 -1.92341 -1.555
C -0.87735 -2.54230 0.39324 -1.495
O 1.32614 2.20116 0.52801 -0.066
C 0.46271 3.09150 -0.01264 0.112
O 0.60083 4.27075 0.05065 -0.473
H 5.59702 -2.05998 0.80610 0.220
H 6.60255 -0.89900 1.66126 0.374
H 4.83079 -0.80313 1.77952 0.372
H 6.07981 0.85953 0.12279 0.385
H 6.45296 -0.16642 -2.15311 0.400
H 7.51735 -0.90893 -0.94530 0.431
H 6.02367 -1.73339 -1.47800 0.205
H 4.27146 0.55492 -1.62548 0.417
H 3.76086 -0.89911 -0.78411 0.138
H 3.94048 1.88806 0.47777 0.519
H 3.11503 0.52863 1.21701 0.267
H 2.40658 2.12914 -1.23707 0.394
H 1.75060 -0.04417 -1.95712 0.418
H 0.31587 0.77780 -1.42664 0.536
H 1.82662 -1.21041 0.29361 0.301
H 0.38023 -0.36136 0.76543 0.164
H 0.73141 -2.75285 -0.98723 0.254
H -1.42040 -0.70065 -1.73672 0.165
H -0.14954 -1.36711 -2.79802 0.357
H -1.42517 -2.39244 -2.19095 0.496
H -0.33222 -3.25407 1.01313 0.347
H -1.74272 -3.02818 -0.05720 0.390
H -1.25175 -1.75159 1.04667 0.319
H -0.42256 2.63654 -0.48224 0.284
C 5.42100 -5.07001 -1.60782 -0.328
C 5.75497 -4.99059 -2.95278 -0.467
C 6.66958 -5.88300 -3.49460 -0.269
C 7.25022 -6.85339 -2.68900 -0.205
C 6.91984 -6.92962 -1.34299 -0.578
C 6.00448 -6.03769 -0.80188 -0.432
H 4.70469 -4.37547 -1.18607 0.485
H 5.30298 -4.23232 -3.57963 0.388
H 6.93050 -5.82230 -4.54373 0.422
H 7.96189 -7.55229 -3.11045 0.219
H 7.37596 -7.68446 -0.71539 0.368
H 5.74611 -6.09655 0.24766 0.377
C -4.77216 0.73326 2.45546 -0.247
C -3.78205 1.70549 2.46663 -0.624
C -2.82626 1.73129 1.46025 -0.493
C -2.85704 0.78224 0.44762 0.254
C -3.84557 -0.19201 0.43807 -0.691
C -4.80478 -0.21339 1.43994 -0.316
H -5.52601 0.72119 3.23322 0.386
H -3.75767 2.44853 3.25353 0.472
H -2.05971 2.49687 1.46562 0.474
H -2.11115 0.80352 -0.33864 -0.103
H -3.87423 -0.92876 -0.35502 0.486
H -5.58479 -0.96443 1.42357 0.354
C 9.58075 -7.53644 -5.84695 -0.267
C 9.98557 -7.86552 -7.13329 -0.493
C 10.67364 -6.93752 -7.90240 -0.368
C 10.95477 -5.67989 -7.38629 -0.360
C 10.54579 -5.34940 -6.10180 -0.545
C 9.85926 -6.27794 -5.33138 -0.086
H 9.04736 -8.26332 -5.24683 0.291
H 9.76523 -8.84577 -7.53614 0.357
H 10.99109 -7.19448 -8.90482 0.355
H 11.49262 -4.95684 -7.98598 0.359
H 10.76131 -4.36746 -5.70041 0.365
H 9.54146 -6.01939 -4.32938 0.400
C -9.22896 2.20544 -1.32643 -0.488
C -8.20362 2.74219 -2.09299 -0.340
C -6.90090 2.73773 -1.61176 -0.757
C -6.62206 2.19846 -0.36325 0.231
C -7.64909 1.66863 0.40604 -0.535
C -8.94992 1.66990 -0.07628 -0.451
H -10.24397 2.20411 -1.70280 0.380
H -8.41939 3.16415 -3.06635 0.365
H -6.10155 3.15521 -2.21110 0.382
H -5.60541 2.19145 0.01202 0.317
H -7.43518 1.25417 1.38313 0.468
H -9.74741 1.25475 0.52788 0.416
C -11.61898 -1.27295 3.32622 -0.422
C -11.01714 -1.27104 4.57713 -0.341
C -9.63341 -1.24421 4.68244 -0.520
C -8.85132 -1.22076 3.53591 -0.245
C -9.45309 -1.22682 2.28500 -0.301
C -10.83686 -1.25179 2.17965 -0.505
H -12.69822 -1.29054 3.24496 0.360
H -11.62727 -1.29065 5.47099 0.359
H -9.16455 -1.24154 5.65809 0.369
H -7.77142 -1.19879 3.61785 0.350
H -8.84254 -1.20962 1.39042 0.505
H -11.30540 -1.25489 1.20355 0.389
C -4.58210 6.32144 2.72200 -0.592
C -3.57149 7.27338 2.74831 -0.367
C -2.59954 7.28333 1.75733 -0.448
C -2.63810 6.34229 0.73745 -0.454
C -3.64736 5.38967 0.71362 -0.290
C -4.61813 5.37644 1.70597 -0.271
H -5.34050 6.31468 3.49469 0.383
H -3.53929 8.00631 3.54446 0.381
H -1.80863 8.02181 1.78155 0.388
H -1.87675 6.34608 -0.03198 0.360
H -3.67388 4.64774 -0.07542 0.442
H -5.40144 4.62815 1.68687 0.473
C 0.59250 5.21995 5.19209 -0.444
C 1.35561 6.37819 5.23952 -0.428
C 2.30662 6.62224 4.25775 -0.399
C 2.49473 5.70759 3.23073 -0.630
C 1.73652 4.54573 3.18464 0.096
C 0.78503 4.30442 4.16616 -0.475
H -0.15332 5.03150 5.95402 0.380
H 1.20853 7.09150 6.04065 0.380
H 2.89935 7.52771 4.29228 0.374
H 3.23015 5.90208 2.46031 0.375
H 1.88584 3.83277 2.38703 0.336
H 0.18921 3.40039 4.12973 0.418
```

---

Record 2
Density functional theory data (wB97M-V/def2-TZVPD) for 6 unconnected molecules or ions with the total composition C54H73FN8O18PS in a non-equilibrium geometry.

E_tot (hartree): -4732.5258
Multiplicity: 1
Charge: +1
F_max (eV/A): 2.67

```
156
Properties=species:S:1:pos:R:3:mulliken_charge:R:1
C 2.02434 -5.31462 -1.69996 -0.925
C 3.50035 -5.11057 -1.99913 -0.224
O 4.14194 -4.34145 -0.98482 -0.433
C 4.18269 -2.98134 -1.32452 -0.258
C 4.36165 -2.12678 -0.08202 -0.596
O 4.41478 -0.74604 -0.45023 -0.271
C 3.17661 -0.20431 -0.77404 -1.541
N 2.93793 1.06429 0.00209 1.258
C 2.69378 0.67978 1.42404 -0.957
C 1.42325 -0.07854 1.73082 -0.849
N 0.96445 -0.11869 2.90075 -0.689
C 4.14058 1.99301 -0.01072 0.670
C 5.31514 1.68181 0.92097 -0.785
N 5.16274 2.47095 2.15702 -0.492
C 4.65459 2.18140 -1.42904 -2.089
O 3.61919 2.23214 -2.39925 -0.424
C 2.36950 2.68777 -1.90986 1.128
S 2.63290 4.52275 -1.58987 -0.023
C 1.43339 2.58046 -3.12417 -1.827
C 0.10936 3.32543 -2.99798 0.088
O 0.08094 4.31356 -4.03575 -0.378
C -1.19606 4.73609 -4.33736 0.333
O -1.69397 4.41777 -5.37206 -0.554
C -1.87926 5.64167 -3.34412 1.027
C -1.20272 7.01994 -3.20448 -1.417
C 1.84405 1.91802 -0.64725 0.520
F 0.98264 0.95650 -1.19091 -0.659
C 1.00413 2.72860 0.32952 -1.092
C -0.38909 2.16497 0.72548 -1.202
C -1.57085 2.88915 0.07684 0.327
P -3.11316 2.43059 0.93774 1.021
O -2.77651 2.20110 2.35109 -0.739
O -3.71729 1.06572 0.36465 -0.437
C -3.67110 0.80682 -1.06477 0.015
C -2.46449 -0.05375 -1.40436 -1.062
O -4.14956 3.64505 0.87135 -0.356
C -5.21051 3.62754 -0.10620 -0.187
C -4.81645 4.40570 -1.36091 -1.079
H 1.86568 -5.62283 -0.66562 0.306
H 1.60572 -6.11677 -2.31578 0.253
H 1.42146 -4.42343 -1.89699 0.235
H 3.60351 -4.64724 -2.98673 0.312
H 3.98311 -6.08675 -2.05883 0.322
H 3.25271 -2.70259 -1.84499 0.304
H 5.00407 -2.76651 -2.02183 0.243
H 3.61001 -2.33014 0.68857 0.250
H 5.32567 -2.38724 0.35737 0.483
H 3.14045 -0.02451 -1.84802 0.615
H 2.39724 -0.94252 -0.58526 0.943
H 3.48624 0.00350 1.74856 1.151
H 2.76042 1.52295 2.10821 0.580
H 0.89873 -0.57453 0.90582 0.462
H 0.11408 -0.67836 2.91966 0.345
H 3.76128 2.94906 0.36068 0.631
H 6.23870 1.99715 0.42136 0.370
H 5.42425 0.64423 1.21766 0.263
H 5.08311 3.45653 1.93305 0.176
H 5.95107 2.33187 2.77448 0.277
H 5.20999 3.12360 -1.43535 0.431
H 5.33436 1.36472 -1.67426 0.592
H 3.65695 4.76519 -2.43622 0.263
H 1.98801 3.09897 -3.90709 0.600
H 1.33482 1.55452 -3.47714 0.266
H -0.00775 3.85110 -2.04940 0.047
H -0.71744 2.62181 -3.14312 0.398
H -1.84648 5.15031 -2.36552 -0.734
H -2.91146 5.75036 -3.66570 0.453
H -1.67568 7.73880 -3.87160 0.383
H -1.41284 7.39054 -2.19855 0.301
H -0.12461 6.99001 -3.34595 0.362
H 0.75998 3.71154 -0.06803 0.076
H 1.53438 2.98253 1.24757 0.781
H -0.50211 2.35258 1.79368 0.448
H -0.52576 1.09516 0.60255 0.333
H -1.69298 2.67690 -0.98906 -0.339
H -1.47986 3.97495 0.17879 0.238
H -3.66076 1.73348 -1.64199 -0.012
H -4.58095 0.26178 -1.30955 0.457
H -2.29125 -0.79526 -0.62443 0.316
H -1.54522 0.51300 -1.55853 -0.029
H -2.66992 -0.57797 -2.34029 0.553
H -5.60258 2.63252 -0.31837 0.300
H -6.03426 4.18079 0.34886 0.406
H -5.69819 4.55259 -1.98351 0.453
H -4.49461 5.39335 -1.02812 0.346
H -4.01392 3.88186 -1.88130 0.057
C -5.56600 2.05010 3.57732 -0.025
C -5.00359 1.74242 4.80739 -0.602
C -5.77418 1.80034 5.95732 -0.273
C -7.10493 2.16450 5.85373 -0.027
C -7.68178 2.48185 4.63810 -0.481
C -6.90203 2.42324 3.49421 -0.544
N -7.93235 2.20305 7.06696 1.050
O -7.40062 1.93512 8.12612 -0.594
O -9.10693 2.49051 6.94498 -0.608
H -4.95064 1.99469 2.68836 0.315
H -3.96280 1.45565 4.86474 0.436
H -5.33988 1.56099 6.91666 0.457
H -8.72136 2.76790 4.57665 0.474
H -7.33991 2.66552 2.53462 0.376
C 0.06378 9.74249 2.67440 -0.481
C -0.44394 9.04033 1.58836 -0.568
C 0.22052 7.92273 1.11394 -0.036
C 1.38764 7.52256 1.74181 0.084
C 1.91176 8.21380 2.82000 -0.486
C 1.24117 9.33193 3.28601 -0.493
N 2.08071 6.32721 1.25877 0.954
O 1.61793 5.73518 0.29321 -0.386
O 3.08805 5.96958 1.83674 -0.643
H -0.46084 10.61250 3.04587 0.400
H -1.35984 9.36397 1.11372 0.395
H -0.17130 7.37526 0.26924 0.368
H 2.82593 7.89086 3.29551 0.455
H 1.63488 9.88220 4.12892 0.390
C 1.60741 -5.72491 -8.29714 -0.444
C 0.65189 -5.85528 -7.29747 -0.456
C 0.95606 -6.53777 -6.13096 -0.405
C 2.22097 -7.07764 -5.98387 0.109
C 3.18296 -6.96364 -6.97120 -0.244
C 2.86939 -6.28164 -8.13548 -0.520
N 2.55607 -7.78387 -4.73887 1.073
O 1.69069 -7.88689 -3.89312 -0.628
O 3.68439 -8.22122 -4.62331 -0.560
H 1.36779 -5.18759 -9.20516 0.387
H -0.33079 -5.42321 -7.42683 0.382
H 0.21518 -6.64251 -5.35218 0.456
H 4.16424 -7.39601 -6.84164 0.460
H 3.61048 -6.18208 -8.91630 0.385
C -8.21015 -0.64807 10.20254 -0.657
C -8.99814 -0.40597 9.08556 -0.377
C -9.56230 -1.46472 8.39210 -0.388
C -9.32941 -2.75477 8.83355 0.129
C -8.54286 -3.01472 9.94010 -0.418
C -7.98016 -1.95024 10.62689 -0.340
N -9.94417 -3.88096 8.11188 1.013
O -10.61307 -3.62440 7.13100 -0.608
O -9.74743 -5.00027 8.53950 -0.607
H -7.77542 0.18238 10.74335 0.408
H -9.17608 0.60589 8.75861 0.560
H -10.17535 -1.27995 7.52240 0.450
H -8.36826 -4.02843 10.26857 0.455
H -7.36419 -2.13713 11.49594 0.373
C 6.71426 -9.13840 -3.98482 -0.287
C 6.42269 -10.16258 -4.87524 -0.373
C 7.35707 -11.15616 -5.12100 -0.406
C 8.57245 -11.10843 -4.46404 0.000
C 8.88304 -10.09332 -3.57901 -0.335
C 7.94432 -9.10216 -3.34069 -0.515
N 9.55954 -12.17485 -4.70519 1.008
O 9.26663 -13.04192 -5.50214 -0.599
O 10.60490 -12.12261 -4.09050 -0.605
H 5.97931 -8.36920 -3.79269 0.450
H 5.46426 -10.18751 -5.37531 0.398
H 7.13427 -11.95477 -5.81283 0.434
H 9.83943 -10.07057 -3.07816 0.453
H 8.17140 -8.30250 -2.64882 0.380
```

---

Record 3
Density functional theory data (wB97M-V/def2-TZVPD) for 7 unconnected molecules or ions with the total composition C54H75N10OSi in a non-equilibrium geometry.

E_tot (hartree): -3014.4289
Multiplicity: 1
Charge: +1
F_max (eV/A): 6.09

```
141
Properties=species:S:1:pos:R:3:mulliken_charge:R:1
C -2.52413 1.60424 -3.67557 -0.464
O -3.07494 0.62345 -4.58604 -0.452
C -3.27657 -0.65973 -3.95025 0.239
C -4.73142 -0.71744 -3.26284 -0.444
C -4.54760 -0.47101 -1.68058 -0.258
C -4.38606 -1.86016 -0.84350 -0.465
C -3.42899 -1.50745 0.43135 0.108
C -4.06335 -0.25281 1.25662 -0.737
C -3.65689 -0.26356 2.81550 -0.985
C -2.08771 0.08099 3.04261 -0.108
C -1.22977 -1.19497 3.53666 -0.692
C -0.28824 -1.71898 2.34342 0.357
C 1.25695 -1.21806 2.48238 -0.360
C 1.97716 -1.54481 1.08853 0.014
N 2.41385 -2.97835 0.92474 -0.100
C 2.46777 -3.17885 -0.54037 -0.327
N 1.92625 -4.33383 -1.00311 -0.124
N 3.12859 -2.17280 -1.35928 0.285
C 2.21310 -1.48748 -2.29122 0.620
C 2.02410 0.07626 -2.36071 -0.245
C 1.05294 0.57825 -3.44134 -0.523
N 0.29938 -0.11776 -4.41353 -0.357
C 0.41492 -1.52971 -4.38017 -0.358
C 1.34284 -2.21325 -3.36578 -0.263
C 3.96617 -1.23698 -0.55617 -1.471
C 3.20472 -0.59169 0.71719 0.927
Si 4.47016 -0.26689 2.12557 0.501
C 4.45152 -1.57053 3.54042 -1.032
C 6.31617 -0.20832 1.50598 -1.180
C 4.12232 1.53538 2.76173 -0.969
H -1.91487 1.13172 -2.82195 0.066
H -1.78460 2.24281 -4.28750 0.255
H -3.30345 2.31938 -3.23241 0.260
H -2.47924 -0.93684 -3.17530 -0.011
H -3.22356 -1.46127 -4.78010 0.115
H -5.23702 -1.70946 -3.52385 0.019
H -5.34293 0.14560 -3.71638 0.373
H -5.41295 0.14928 -1.23995 0.363
H -3.57037 0.13092 -1.53636 -0.104
H -5.40231 -2.22428 -0.46392 0.370
H -3.85305 -2.64769 -1.47668 0.019
H -2.45870 -1.09767 -0.04180 -0.256
H -3.26047 -2.42564 1.08979 0.421
H -5.20780 -0.39066 1.16409 0.396
H -3.73070 0.72027 0.76610 0.253
H -4.24634 0.60761 3.29514 0.305
H -3.99865 -1.20635 3.37259 0.408
H -1.68933 0.52103 2.06467 0.054
H -2.05464 0.85495 3.89928 0.357
H -0.64540 -0.99729 4.49800 0.388
H -1.99002 -2.02366 3.76424 0.270
H -0.73172 -1.43068 1.31990 -0.476
H -0.22941 -2.87253 2.34096 0.005
H 1.69590 -1.78146 3.36889 0.284
H 1.24442 -0.07256 2.62275 0.007
H 1.17677 -1.37455 0.26781 0.100
H 1.66073 -3.59697 1.26741 0.281
H 2.59150 -5.06027 -1.32865 0.287
H 0.90480 -4.48318 -1.07216 0.325
H 2.59462 0.77559 -1.65588 0.280
H 0.91892 1.72414 -3.45957 0.346
H -0.15842 -2.17503 -5.13744 0.338
H 1.40902 -3.35962 -3.40230 0.361
H 4.49106 -0.44026 -1.19671 0.244
H 4.82050 -1.88205 -0.11652 0.451
H 2.74048 0.43352 0.44672 0.064
H 4.33629 -2.64709 3.14407 0.286
H 5.47614 -1.53355 4.05077 0.422
H 3.63525 -1.29611 4.28756 0.221
H 6.80849 0.73181 1.93802 0.335
H 6.91037 -1.10579 1.88744 0.310
H 6.38767 -0.19454 0.35956 0.278
H 4.23571 2.19185 1.81328 0.216
H 4.92866 1.86725 3.49957 0.374
H 3.05427 1.65191 3.14249 0.252
N -0.74924 -5.49727 0.14532 -0.137
C -2.08133 -5.66824 0.10660 -0.465
C -2.77222 -6.52331 0.94886 -0.677
C -2.04922 -7.24940 1.88514 -0.272
C -0.67177 -7.09361 1.94560 -0.615
C -0.07404 -6.21151 1.06236 -0.135
H -2.60157 -5.08149 -0.64356 0.619
H -3.84805 -6.61975 0.87501 0.411
H -2.55435 -7.92999 2.56154 0.415
H -0.07780 -7.64399 2.66279 0.353
H 1.00048 -6.05266 1.07331 0.420
N 1.59076 4.30240 1.21168 -0.264
C 0.48136 3.65304 1.60139 -0.409
C -0.44998 4.17534 2.48342 -0.407
C -0.22524 5.44246 3.00069 -0.310
C 0.91317 6.13676 2.61847 -0.722
C 1.78314 5.53010 1.72732 -0.144
H 0.35068 2.66394 1.17281 0.535
H -1.32872 3.60565 2.75953 0.428
H -0.93075 5.88507 3.69522 0.380
H 1.11984 7.12739 3.00349 0.421
H 2.68445 6.03483 1.39599 0.429
N 1.46687 6.24690 -2.45740 -0.551
C 2.32260 6.11448 -1.43020 -0.126
C 3.44861 6.90479 -1.25851 -0.264
C 3.71131 7.88729 -2.20210 -0.511
C 2.84428 8.04419 -3.27388 -0.494
C 1.74374 7.20634 -3.35476 -0.201
H 2.07622 5.33156 -0.72156 0.483
H 4.10362 6.75562 -0.40887 0.377
H 4.58311 8.52509 -2.10316 0.408
H 3.01930 8.80030 -4.02862 0.572
H 1.03493 7.29273 -4.17238 0.389
N 0.00616 -6.95479 5.13265 -0.276
C 1.08471 -7.53497 5.68447 -0.153
C 1.72171 -7.05795 6.81854 -0.534
C 1.22109 -5.91208 7.41932 -0.160
C 0.10883 -5.29092 6.86924 -0.585
C -0.45866 -5.84841 5.73510 -0.188
H 1.44072 -8.42592 5.17709 0.360
H 2.58714 -7.56883 7.22152 0.362
H 1.69282 -5.50703 8.30786 0.388
H -0.30801 -4.39488 7.31188 0.373
H -1.33194 -5.40132 5.27010 0.421
N -4.19937 -4.06145 -4.75470 -0.089
C -3.14893 -4.89706 -4.72299 -0.097
C -3.19421 -6.21033 -5.16156 -0.801
C -4.39521 -6.69454 -5.65981 -0.152
C -5.49744 -5.85331 -5.70250 -0.688
C -5.34851 -4.55466 -5.24302 -0.123
H -2.23317 -4.47313 -4.32190 0.477
H -2.31356 -6.83884 -5.11461 0.360
H -4.47131 -7.71751 -6.01169 0.381
H -6.45011 -6.19798 -6.08447 0.375
H -6.18043 -3.85770 -5.25929 0.377
N 1.36932 11.78427 -0.62968 -0.533
C 0.72352 12.89944 -1.00625 -0.318
C 0.30128 13.14576 -2.30287 -0.248
C 0.56320 12.18770 -3.27136 -0.570
C 1.23105 11.02626 -2.91011 0.044
C 1.60855 10.87282 -1.58586 -0.058
H 0.54494 13.61959 -0.21443 0.359
H -0.21851 14.06318 -2.54916 0.370
H 0.24978 12.34433 -4.29781 0.368
H 1.45198 10.25873 -3.63944 0.176
H 2.12957 9.98070 -1.25370 0.401
```